{"formula": "C30H69N3O24P6", "method": "ωB97M-V with the def2-TZVPD basis set", "homo_lumo_gap_ev": 8.56, "fmax_ev_per_a": 3.8, "smiles": "COP(=O)(OC)OC.COP(=O)(OC)OC.COP(=O)(OC)OC.COP(=O)(OC)OC.COP(=O)(OC)OC.COP(=O)(OC)OC.c1cc[nH]c1.c1cc[nH]c1.c1cc[nH]c1", "symbols": ["C", "O", "P", "O", "O", "C", "O", "C", "H", "H", "H", "H", "H", "H", "H", "H", "H", "C", "O", "P", "O", "O", "C", "O", "C", "H", "H", "H", "H", "H", "H", "H", "H", "H", "C", "O", "P", "O", "O", "C", "O", "C", "H", "H", "H", "H", "H", "H", "H", "H", "H", "C", "O", "P", "O", "O", "C", "O", "C", "H", "H", "H", "H", "H", "H", "H", "H", "H", "C", "O", "P", "O", "O", "C", "O", "C", "H", "H", "H", "H", "H", "H", "H", "H", "H", "C", "O", "P", "O", "O", "C", "O", "C", "H", "H", "H", "H", "H", "H", "H", "H", "H", "N", "C", "C", "C", "C", "H", "H", "H", "H", "H", "N", "C", "C", "C", "C", "H", "H", "H", "H", "H", "N", "C", "C", "C", "C", "H", "H", "H", "H", "H"], "xyz": [[0.1873, -2.1182, 4.3389], [-0.9779, -2.7552, 3.7364], [-1.3579, -4.2655, 3.7801], [-0.4735, -5.2424, 4.4470], [-2.7991, -4.0165, 4.4097], [-3.7287, -5.1217, 4.5058], [-1.6686, -4.6208, 2.2333], [-0.4173, -5.0392, 1.6190], [-0.1158, -1.8728, 5.3511], [0.4269, -1.2198, 3.7044], [0.9689, -2.8469, 4.3532], [-4.1201, -5.4985, 3.5122], [-4.5851, -4.6757, 4.9955], [-3.2235, -5.9531, 5.0223], [-0.6225, -5.2834, 0.5551], [0.0622, -5.8503, 2.1503], [0.2735, -4.1579, 1.6255], [2.7263, 2.8359, -5.1733], [2.6169, 4.0506, -4.4535], [1.9416, 3.9800, -2.9882], [2.3069, 2.7995, -2.1924], [0.4000, 4.2286, -3.2665], [-0.5772, 3.2479, -3.5952], [2.4323, 5.3612, -2.4746], [2.3235, 5.5312, -1.0266], [3.7441, 2.8403, -5.5746], [2.0656, 2.8509, -6.0451], [2.4220, 1.9677, -4.5861], [-0.2236, 2.6235, -4.4016], [-1.4139, 3.7326, -4.0039], [-0.8475, 2.6135, -2.7290], [3.0676, 6.2680, -0.7169], [2.4252, 4.5869, -0.5343], [1.3242, 5.9097, -0.7959], [-0.1466, 1.7638, 3.5119], [-0.7062, 3.0783, 3.7496], [-0.5462, 3.9971, 2.4305], [0.7604, 3.9662, 1.8038], [-1.0612, 5.3701, 2.9444], [-0.0365, 6.1733, 3.5941], [-1.8082, 3.5353, 1.5652], [-1.6604, 3.6751, 0.1810], [0.9091, 1.8235, 3.2108], [-0.8613, 1.1207, 2.8844], [-0.2152, 1.3806, 4.5528], [0.8722, 6.0575, 3.0381], [0.1341, 5.7892, 4.6238], [-0.4291, 7.1999, 3.6956], [-2.5289, 4.1629, -0.2685], [-1.4143, 2.7139, -0.2835], [-0.9124, 4.3676, -0.1001], [4.1974, 3.3263, 2.8480], [4.0412, 2.0486, 2.1550], [5.1771, 1.6941, 1.0961], [6.5086, 2.1668, 1.3979], [4.9725, 0.0971, 1.0456], [5.6328, -0.7211, 2.0351], [4.5443, 2.1286, -0.2590], [5.3838, 2.3285, -1.3714], [3.5004, 4.0494, 2.4045], [5.2191, 3.7605, 2.8538], [3.9372, 3.1234, 3.8707], [5.9272, -1.6879, 1.5626], [5.0483, -0.9210, 2.9572], [6.5623, -0.1487, 2.3243], [6.4659, 2.2278, -1.1699], [5.2507, 3.3571, -1.7000], [5.1132, 1.6353, -2.1376], [-4.0647, 1.5708, 1.6282], [-5.0687, 0.5803, 1.4803], [-5.6808, -0.1526, 2.7498], [-6.3286, 0.6471, 3.7451], [-6.6053, -1.2648, 2.1114], [-6.0250, -2.1235, 1.0652], [-4.4006, -0.8854, 3.3459], [-4.5526, -1.3206, 4.6718], [-4.5447, 2.4728, 2.0433], [-3.7578, 1.7999, 0.5859], [-3.1435, 1.2564, 2.1586], [-5.2856, -2.7542, 1.5539], [-5.5659, -1.5481, 0.2725], [-6.9284, -2.7323, 0.6544], [-5.4283, -1.9477, 4.7812], [-4.6210, -0.5276, 5.4199], [-3.6896, -1.9629, 4.8498], [1.0719, -2.8423, -2.0045], [0.2018, -2.5584, -0.8371], [-0.1436, -1.1149, -0.4331], [-0.9005, -0.2908, -1.3770], [-0.8146, -1.1809, 1.0022], [-2.2070, -1.6043, 0.9564], [1.2320, -0.4487, -0.0583], [1.2438, 0.9873, 0.3379], [1.4419, -1.9294, -2.4804], [0.5408, -3.5242, -2.6442], [1.9035, -3.3499, -1.5896], [-2.3490, -2.5807, 1.3625], [-2.6665, -1.5481, -0.0196], [-2.7941, -0.8988, 1.6062], [0.2779, 1.3786, 0.6226], [1.5557, 1.4856, -0.6416], [1.9530, 0.9925, 1.0989], [-2.1372, -4.6721, -3.5066], [-2.3125, -3.8423, -2.4314], [-2.4728, -4.6843, -1.3650], [-2.3325, -6.0622, -1.7889], [-2.0902, -5.9744, -3.1470], [-2.0452, -4.3395, -4.4569], [-2.4422, -2.7736, -2.3939], [-2.6615, -4.3744, -0.3461], [-2.3606, -7.0230, -1.2484], [-2.0337, -6.7705, -3.8651], [-1.2914, -0.2735, -4.1388], [-0.2487, -0.5952, -4.9727], [-0.5721, -0.0562, -6.1901], [-1.8304, 0.6172, -6.0806], [-2.2725, 0.4485, -4.7461], [-1.0789, -0.3599, -3.1493], [0.6803, -1.0655, -4.5959], [0.1094, -0.1699, -7.0287], [-2.4123, 1.0724, -6.8368], [-3.2092, 0.5666, -4.2714], [3.8499, -0.8464, -1.7251], [4.5742, -1.8840, -2.2608], [4.3576, -1.8525, -3.5927], [3.4705, -0.8297, -3.8953], [3.2098, -0.1329, -2.7053], [3.7128, -0.7368, -0.7363], [5.1252, -2.5719, -1.6533], [4.8420, -2.5552, -4.3005], [3.1121, -0.5576, -4.8429], [2.5103, 0.6886, -2.5757]], "mulliken_charge": [-0.582, 0.180, 0.529, -0.747, -0.178, -0.834, -0.019, -0.486, 0.284, -0.054, 0.384, 0.262, 0.269, 0.328, 0.015, 0.512, 0.083, -0.158, -0.409, -0.291, 1.087, -0.258, -0.359, -0.487, -0.438, 0.278, 0.302, -0.271, 0.121, 0.488, 0.031, 0.307, -0.015, 0.275, -0.157, -0.490, 0.417, 0.162, -0.369, -0.669, -0.189, -0.700, 0.165, 0.007, 0.307, 0.195, 0.277, 0.243, 0.564, 0.038, 0.238, -0.872, -0.043, 0.414, -0.874, -0.005, -0.917, 0.752, -0.919, 0.166, 0.417, 0.281, 0.245, 0.270, 0.345, 0.473, 0.186, 0.207, -0.380, -0.256, 0.705, -0.754, -0.374, -0.298, 0.199, -0.633, 0.369, 0.213, 0.006, 0.051, 0.232, 0.276, 0.298, 0.275, 0.088, -0.203, -0.157, 0.582, -1.046, 0.376, -0.151, -0.282, 1.420, -0.431, 0.302, 0.374, -0.172, 0.312, -0.417, -0.368, -0.748, 0.005, 0.073, -1.320, 0.097, -1.025, -0.395, 0.237, 0.669, 0.864, 0.371, 0.424, 0.675, -0.212, -0.505, -0.918, -0.486, 0.211, 0.238, 0.440, 0.468, 0.501, 1.143, -0.745, -1.165, -0.081, -1.160, -0.001, 0.518, 0.348, 0.779, 0.229]}